Entry 1:
ORCA calculation (ωB97M-V/def2-TZVPD) on C35H39BrHfN5O7Si2 as an isolated structure.

Each line ends with the Mulliken charge.
CARTESIAN COORDINATES (ANGSTROEM)
Hf  -0.061  0.441  -0.132  2.25
O  1.963  3.424  -0.374  -0.79
C  1.220  2.886  0.429  -0.84
O  1.259  1.640  0.769  -0.22
C  0.203  3.738  1.214  0.22
C  -0.322  2.942  2.419  -0.07
C  -1.132  3.872  3.338  -1.07
C  -2.455  3.987  2.558  -0.94
C  -2.114  3.184  1.294  0.14
O  -1.314  2.114  1.804  -0.54
C  -1.109  3.963  0.418  0.21
C  -1.149  3.338  -0.999  -0.11
O  -1.691  3.968  -1.889  -0.77
O  -0.681  2.148  -1.099  -0.59
H  0.689  4.680  1.473  0.60
H  0.419  2.324  2.923  0.58
H  -0.635  4.833  3.469  0.38
H  -1.276  3.415  4.316  0.37
H  -2.741  5.013  2.335  0.41
H  -3.271  3.501  3.093  0.32
H  -2.973  2.798  0.754  -0.11
H  -1.369  5.016  0.313  0.49
C  -0.307  -0.596  3.870  -1.69
Si  -0.687  -1.053  2.004  1.65
C  0.104  -2.835  1.961  -1.59
C  -2.572  -1.528  1.941  0.34
C  -3.114  -2.314  2.958  -0.82
C  -4.403  -2.813  2.886  -0.70
C  -5.194  -2.514  1.788  -0.76
C  -4.687  -1.697  0.793  -0.61
C  -3.385  -1.198  0.846  0.24
Si  -2.781  -0.132  -0.661  1.39
C  -3.201  -1.285  -2.161  -1.75
C  -4.142  1.241  -0.926  -1.75
H  -0.311  -1.485  4.500  0.47
H  -1.044  0.100  4.264  0.35
H  0.676  -0.137  3.966  0.23
H  -0.408  -3.518  2.639  0.53
H  1.159  -2.811  2.240  0.23
H  0.037  -3.247  0.955  0.23
H  -2.507  -2.545  3.825  0.29
H  -4.790  -3.445  3.675  0.38
H  -6.197  -2.916  1.709  0.37
H  -5.313  -1.448  -0.055  0.29
H  -4.276  -1.408  -2.300  0.50
H  -2.772  -2.274  -2.011  0.32
H  -2.788  -0.886  -3.087  0.34
H  -4.936  0.894  -1.587  0.51
H  -3.713  2.130  -1.387  0.42
H  -4.606  1.531  0.017  0.43
Br  2.381  -9.914  -2.668  -0.22
C  2.490  -8.163  -3.436  0.16
C  2.911  -7.099  -2.653  -0.72
C  2.987  -5.842  -3.206  0.32
C  2.670  -5.617  -4.566  0.19
C  2.257  -6.728  -5.329  -0.38
C  2.155  -7.982  -4.769  -0.56
N  2.947  -4.451  -5.209  -0.96
N  2.838  -3.262  -4.775  -0.24
C  1.961  -2.851  -3.832  0.14
C  0.882  -3.594  -3.293  -0.59
C  0.049  -3.079  -2.336  -0.65
C  0.224  -1.778  -1.837  0.26
O  -0.489  -1.294  -0.850  -0.75
C  1.224  -0.958  -2.427  0.03
N  1.311  0.320  -1.970  -0.14
C  2.278  1.093  -2.445  -0.22
C  3.212  0.646  -3.371  -1.19
C  3.130  -0.646  -3.857  -0.72
C  2.107  -1.484  -3.402  1.26
H  3.168  -7.255  -1.613  0.41
H  3.308  -5.004  -2.600  0.33
H  2.003  -6.569  -6.368  0.40
H  1.820  -8.823  -5.362  0.40
H  0.697  -4.593  -3.661  0.50
H  -0.748  -3.679  -1.918  0.55
H  2.311  2.104  -2.059  0.51
H  3.990  1.317  -3.703  0.45
H  3.837  -1.029  -4.577  0.50
C  3.617  0.138  2.367  -0.03
N  3.988  -0.886  1.412  -0.24
C  3.116  -1.331  0.474  0.18
N  3.554  -2.337  -0.337  -0.33
O  1.969  -0.902  0.378  0.09
H  4.401  0.892  2.437  0.35
H  3.439  -0.292  3.356  0.27
H  2.703  0.605  2.005  -0.44
H  4.886  -1.327  1.511  0.18
H  4.529  -2.551  -0.442  0.22
H  2.953  -2.552  -1.118  -0.10

Lowest unoccupied orbital energy = 0.80 eV
Multiplicity = 1
Energy relative to the best compared isomer or geometry (same formula, charge and spin) = 40.8 kcal/mol
Maximum force = 5.26 eV/A
Charge = -1


Entry 2:
ORCA calculation (ωB97M-V/def2-TZVPD) on a 2-piece molecular cluster, C35H39ClN2O2 overall.

Each line ends with the Mulliken charge.
CARTESIAN COORDINATES (ANGSTROEM)
C  -6.312  1.556  2.990  -0.82
C  -6.317  0.517  4.095  -0.68
N  -5.273  -0.461  3.872  0.24
C  -5.524  -1.695  4.579  -0.89
C  -4.591  -2.801  4.111  -0.49
C  -3.139  -2.349  4.256  -1.01
C  -2.929  -0.989  3.689  0.44
C  -4.012  -0.089  3.499  0.48
C  -3.805  1.195  2.908  0.77
C  -2.556  1.513  2.422  -1.28
C  -1.479  0.613  2.579  0.14
C  -0.257  0.826  1.834  -0.50
C  1.048  0.470  2.410  0.21
C  1.962  1.496  2.793  -1.05
C  3.219  1.187  3.295  0.63
C  3.601  -0.188  3.363  0.59
N  4.888  -0.514  3.674  0.04
C  5.901  0.509  3.739  -0.70
C  5.378  1.726  4.490  -0.75
C  4.218  2.268  3.651  -0.85
C  5.381  -1.836  3.407  -0.67
C  4.358  -2.887  3.785  -0.96
C  3.072  -2.662  3.002  -0.71
C  2.696  -1.224  2.994  -0.83
C  1.450  -0.879  2.495  -0.52
C  -1.662  -0.569  3.327  -0.72
C  -4.924  2.195  2.871  -1.05
H  -6.585  1.123  2.019  0.28
H  -7.069  2.308  3.228  0.38
H  -6.165  1.010  5.079  0.30
H  -7.287  -0.004  4.124  0.38
H  -5.401  -1.525  5.662  0.32
H  -6.576  -1.969  4.412  0.40
H  -4.768  -3.690  4.728  0.41
H  -4.788  -3.080  3.063  -0.01
H  -2.894  -2.318  5.328  0.46
H  -2.436  -3.081  3.826  0.35
H  -2.412  2.438  1.855  0.39
H  -0.262  1.807  1.310  0.63
H  1.651  2.550  2.702  0.39
H  6.787  0.101  4.238  0.39
H  6.184  0.832  2.715  0.27
H  5.024  1.447  5.499  0.29
H  6.187  2.454  4.615  0.38
H  4.616  2.696  2.710  0.27
H  3.729  3.086  4.186  0.42
H  5.607  -1.921  2.333  0.29
H  6.302  -1.965  3.979  0.42
H  4.749  -3.878  3.557  0.40
H  4.146  -2.849  4.858  0.32
H  3.200  -2.991  1.957  0.33
H  2.241  -3.276  3.382  0.39
H  0.784  -1.681  2.139  0.67
H  -0.806  -1.202  3.561  0.72
H  -4.855  2.787  1.948  0.39
H  -4.771  2.895  3.714  0.30
C  -4.968  -2.506  0.441  -1.15
C  -3.477  -2.747  0.604  -0.10
O  -2.778  -1.440  0.499  -0.26
C  -1.411  -1.489  0.587  -0.25
C  -0.661  -0.276  0.120  0.34
C  0.637  -0.436  -0.433  0.79
C  1.246  -1.702  -0.663  -0.52
C  2.288  -1.812  -1.577  -0.07
Cl  2.750  -3.389  -2.115  -0.25
C  2.898  -0.643  -2.095  -0.45
C  2.516  0.612  -1.581  -0.70
C  1.379  0.722  -0.796  -0.49
O  -0.856  -2.470  1.112  -0.74
H  -5.444  -3.358  -0.055  0.36
H  -5.504  -2.461  1.398  0.27
H  -5.200  -1.609  -0.145  0.29
H  -3.271  -3.210  1.594  0.16
H  -3.106  -3.395  -0.219  0.48
H  -1.274  0.596  -0.308  0.64
H  0.781  -2.620  -0.309  0.55
H  3.701  -0.696  -2.831  0.41
H  3.091  1.516  -1.815  0.40
H  1.033  1.726  -0.530  0.27

Lowest unoccupied orbital energy = 0.32 eV
Multiplicity = 1
Energy relative to the best compared isomer or geometry (same formula, charge and spin) = 0.0 kcal/mol
Maximum force = 3.96 eV/A


Entry 3:
ORCA calculation (ωB97M-V/def2-TZVPD) on C35H39CoN4O3P as an isolated structure.

Each line ends with the Mulliken charge.
CARTESIAN COORDINATES (ANGSTROEM)
Co  -0.834  -0.676  0.714  -0.46
O  -1.715  -0.310  -0.927  -0.42
C  -2.373  0.809  -1.112  0.28
C  -2.402  1.373  -2.408  -0.90
C  -3.100  2.526  -2.673  -0.52
C  -3.831  3.184  -1.673  -0.60
C  -3.841  2.646  -0.412  -0.22
C  -3.105  1.488  -0.104  0.96
C  -3.342  0.800  1.133  -1.07
N  -2.595  -0.151  1.547  0.19
C  -3.164  -1.204  2.373  -0.70
C  -2.929  -2.438  1.493  -0.68
N  -1.485  -2.388  1.282  0.62
C  -0.767  -3.284  1.868  -0.68
C  0.574  -3.085  2.305  0.41
C  1.405  -4.158  2.686  -0.58
C  2.572  -3.924  3.359  -0.94
C  2.891  -2.605  3.731  -0.46
C  2.084  -1.546  3.405  -0.70
C  0.921  -1.750  2.633  0.60
O  0.174  -0.738  2.294  -0.27
H  -1.849  0.867  -3.187  0.43
H  -3.094  2.925  -3.680  0.46
H  -4.396  4.077  -1.899  0.41
H  -4.435  3.104  0.372  0.39
H  -4.285  1.001  1.647  0.48
H  -2.623  -1.305  3.315  0.22
H  -4.226  -1.038  2.563  0.61
H  -3.226  -3.366  1.982  0.60
H  -3.463  -2.321  0.549  0.21
H  -1.261  -4.215  2.150  0.47
H  1.106  -5.171  2.439  0.46
H  3.225  -4.740  3.633  0.45
H  3.798  -2.422  4.295  0.44
H  2.337  -0.533  3.692  0.50
C  0.206  -3.395  -1.101  -2.04
P  0.729  -1.697  -0.686  1.39
C  2.445  -1.809  -0.122  0.30
C  2.999  -0.688  0.492  0.37
C  4.344  -0.675  0.829  -0.84
C  5.136  -1.784  0.569  -0.74
C  4.584  -2.908  -0.030  -0.82
C  3.242  -2.921  -0.382  -0.99
C  0.920  -1.029  -2.377  0.94
C  2.130  -0.484  -2.803  0.22
C  2.284  -0.053  -4.114  -0.74
C  1.241  -0.179  -5.017  -0.69
C  0.041  -0.744  -4.606  -0.48
C  -0.121  -1.165  -3.296  -1.16
H  0.783  -3.759  -1.951  0.59
H  -0.846  -3.366  -1.384  0.53
H  0.332  -4.072  -0.261  0.44
H  2.370  0.172  0.698  0.13
H  4.772  0.199  1.303  0.47
H  6.184  -1.775  0.837  0.40
H  5.200  -3.774  -0.232  0.44
H  2.830  -3.798  -0.863  0.40
H  2.962  -0.391  -2.119  0.43
H  3.229  0.371  -4.427  0.46
H  1.365  0.148  -6.041  0.42
H  -0.774  -0.861  -5.310  0.48
H  -1.066  -1.587  -2.988  0.34
C  0.619  2.466  -1.960  -1.05
N  -0.015  3.049  -0.794  0.56
C  -0.306  4.473  -0.881  -0.97
C  -1.481  4.811  0.006  0.14
C  -1.179  4.331  1.405  -0.90
N  -0.763  2.933  1.403  0.58
C  -0.746  2.319  2.718  -0.92
C  -0.208  2.324  0.330  -0.32
O  0.142  1.106  0.352  0.43
H  1.540  3.006  -2.193  0.52
H  -0.049  2.522  -2.822  0.38
H  0.853  1.430  -1.764  -0.08
H  -0.532  4.695  -1.924  0.49
H  0.581  5.056  -0.605  0.35
H  -2.374  4.309  -0.374  -0.45
H  -1.667  5.884  0.008  0.47
H  -2.062  4.410  2.043  0.43
H  -0.392  4.940  1.864  0.37
H  -0.213  2.977  3.411  0.50
H  -0.250  1.359  2.686  -0.12
H  -1.765  2.193  3.092  0.31

Lowest unoccupied orbital energy = -2.63 eV
Multiplicity = 1
Energy relative to the best compared isomer or geometry (same formula, charge and spin) = 4.4 kcal/mol
Maximum force = 0.69 eV/A
Charge = +1


Entry 4:
ORCA calculation (ωB97M-V/def2-TZVPD) on C35H39InN4O3S3Sb as an isolated structure.

Each line ends with the Mulliken charge.
CARTESIAN COORDINATES (ANGSTROEM)
In  0.396  0.182  -0.556  1.04
C  0.676  0.928  3.541  -1.13
C  1.767  1.086  2.534  0.65
N  1.783  2.124  1.798  -0.18
N  2.764  2.487  1.013  -0.13
C  3.119  2.170  -0.149  0.29
S  2.600  0.997  -1.342  -0.41
S  4.547  3.087  -0.727  -0.21
C  5.841  2.268  0.311  -0.37
C  6.254  3.090  1.488  0.18
C  7.474  3.757  1.492  -0.63
C  7.879  4.488  2.596  -0.58
C  7.069  4.558  3.716  -0.41
C  5.842  3.917  3.714  -0.87
C  5.435  3.200  2.606  0.38
C  2.741  -0.018  2.382  0.15
C  4.015  0.009  2.920  -0.63
C  4.923  -0.998  2.636  -0.85
C  4.545  -2.030  1.793  -0.79
C  3.275  -2.070  1.257  -0.66
C  2.328  -1.071  1.531  0.62
O  1.100  -1.138  1.061  0.11
H  -0.022  1.756  3.454  0.34
H  1.081  0.889  4.554  0.22
H  0.159  -0.012  3.342  0.00
H  6.681  2.095  -0.360  0.54
H  5.413  1.314  0.618  -0.18
H  8.113  3.699  0.623  0.36
H  8.827  5.009  2.585  0.37
H  7.392  5.112  4.584  0.37
H  5.200  3.979  4.582  0.41
H  4.466  2.729  2.589  0.52
H  4.305  0.825  3.569  0.59
H  5.920  -0.963  3.051  0.38
H  5.260  -2.800  1.534  0.41
H  2.997  -2.869  0.588  0.41
O  -0.016  -1.025  -2.358  -0.85
C  -1.137  -1.486  -2.806  0.06
C  -1.115  -2.595  -3.689  -0.05
C  -2.260  -3.102  -4.252  -0.54
C  -3.503  -2.533  -3.978  -0.70
C  -3.562  -1.460  -3.129  -0.84
C  -2.418  -0.929  -2.517  0.74
C  -2.620  0.195  -1.669  -0.54
N  -1.773  0.737  -0.870  0.34
N  -2.175  1.820  -0.183  -0.52
C  -1.182  2.615  0.167  0.14
O  0.028  2.406  -0.104  -0.73
C  -1.576  3.872  0.842  0.38
C  -0.625  4.660  1.482  -0.14
C  -0.994  5.864  2.055  -0.77
C  -2.304  6.305  1.969  -0.36
C  -3.251  5.526  1.323  -0.78
C  -2.895  4.309  0.778  -0.28
H  -0.153  -3.042  -3.906  0.43
H  -2.206  -3.952  -4.918  0.38
H  -4.406  -2.926  -4.422  0.40
H  -4.521  -1.016  -2.897  0.34
H  -3.603  0.675  -1.722  0.43
H  0.399  4.318  1.512  0.50
H  -0.262  6.468  2.572  0.42
H  -2.589  7.261  2.389  0.38
H  -4.272  5.869  1.239  0.38
H  -3.621  3.682  0.286  0.43
C  -4.641  -0.297  1.285  -1.43
Sb  -2.711  0.047  2.245  0.56
C  -3.416  1.851  3.271  -1.40
C  -3.251  -1.183  3.984  -1.49
H  -5.424  -0.384  2.032  0.45
H  -4.604  -1.202  0.686  0.38
H  -4.847  0.548  0.637  0.35
H  -3.690  1.603  4.291  0.54
H  -4.275  2.257  2.749  0.38
H  -2.634  2.602  3.284  0.31
H  -4.272  -0.987  4.291  0.40
H  -2.590  -0.957  4.814  0.40
H  -3.150  -2.235  3.745  0.40
C  0.397  -3.708  -0.624  -0.68
S  -1.230  -3.082  -0.148  0.25
C  -1.282  -3.726  1.549  -0.90
H  0.339  -4.771  -0.845  0.57
H  1.080  -3.516  0.193  -0.11
H  0.711  -3.147  -1.498  0.24
H  -0.533  -3.220  2.149  0.12
H  -1.114  -4.799  1.541  0.48
H  -2.274  -3.517  1.937  0.22

Lowest unoccupied orbital energy = 2.48 eV
Multiplicity = 1
Energy relative to the best compared isomer or geometry (same formula, charge and spin) = 19.0 kcal/mol
Maximum force = 1.59 eV/A
Charge = -1


Entry 5:
ORCA calculation (ωB97M-V/def2-TZVPD) on C35H39IrN7OSTe as an isolated structure.

Each line ends with the Mulliken charge.
CARTESIAN COORDINATES (ANGSTROEM)
Ir  -1.444  -2.043  2.287  1.63
C  -2.848  -5.222  6.245  -1.12
C  -3.074  -3.804  5.893  0.76
N  -3.846  -2.979  6.576  -0.72
N  -3.777  -1.795  5.862  0.28
C  -3.046  -1.835  4.768  0.09
S  -2.998  -0.852  3.367  -0.47
N  -2.522  -3.164  4.782  0.22
N  -1.839  -3.808  3.671  -0.78
H  -1.745  -5.402  6.278  0.30
H  -3.245  -5.832  5.381  0.28
H  -3.266  -5.569  7.183  0.35
H  -4.275  -0.961  6.172  0.21
H  -0.969  -4.198  3.888  0.37
H  -2.477  -4.459  3.165  0.36
C  0.524  -5.499  0.380  -0.80
C  -0.523  -4.588  0.691  -0.65
N  -0.248  -3.565  1.508  -0.07
C  1.031  -3.170  1.746  0.48
C  2.169  -3.979  1.407  0.72
C  1.850  -5.185  0.752  -0.84
C  3.434  -3.579  1.865  -0.78
C  3.683  -2.343  2.457  -0.82
C  2.587  -1.626  2.980  0.65
C  2.765  -0.657  4.024  -0.92
C  1.674  -0.100  4.560  -0.63
C  0.391  -0.526  4.172  -0.51
N  0.230  -1.522  3.253  -0.34
C  1.278  -1.990  2.568  0.37
H  0.318  -6.479  -0.026  0.44
H  -1.552  -4.717  0.313  0.47
H  2.627  -5.932  0.872  0.35
H  4.278  -4.268  1.698  0.40
H  4.747  -2.054  2.682  0.40
H  3.796  -0.440  4.342  0.42
H  1.748  0.653  5.376  0.40
H  -0.499  -0.076  4.569  0.56
C  -3.183  -0.626  -1.022  -0.70
C  -2.505  -1.375  0.112  0.47
O  -3.014  -2.474  0.651  -0.63
N  -1.430  -0.835  0.739  0.16
Te  1.005  1.136  -1.431  0.66
C  2.242  1.975  -2.962  0.11
C  2.710  1.069  -4.013  1.21
C  2.330  -0.391  -3.992  -1.76
C  3.421  1.608  -5.058  -1.18
C  3.690  2.991  -5.060  0.84
C  4.521  3.576  -6.107  -1.35
C  3.197  3.839  -4.114  -1.17
C  2.541  3.326  -2.985  0.99
C  2.245  4.176  -1.755  -1.38
C  -0.772  2.382  -1.768  -0.06
C  -1.364  3.033  -0.725  1.12
C  -1.105  2.579  0.692  -1.46
C  -2.249  4.122  -0.978  -0.93
C  -2.652  4.473  -2.266  0.28
C  -3.414  5.703  -2.615  -1.44
C  -2.184  3.603  -3.243  -0.54
C  -1.267  2.611  -3.044  1.13
C  -0.909  1.793  -4.237  -1.14
H  -3.275  -1.306  -1.899  0.35
H  -2.501  0.173  -1.312  0.01
H  -4.150  -0.208  -0.666  0.30
H  2.603  -0.884  -3.068  0.35
H  2.778  -0.893  -4.877  0.39
H  1.261  -0.429  -4.142  0.43
H  3.707  0.961  -5.848  0.47
H  5.461  3.061  -6.195  0.40
H  4.878  4.631  -5.789  0.33
H  4.011  3.647  -7.100  0.29
H  3.469  4.936  -4.198  0.25
H  2.827  5.097  -1.802  0.49
H  2.521  3.623  -0.819  0.29
H  1.152  4.399  -1.799  0.23
H  -1.125  1.483  0.789  -0.14
H  -1.783  2.973  1.415  0.51
H  -0.129  2.852  1.020  0.46
H  -2.649  4.632  -0.062  0.32
H  -2.737  6.510  -2.865  0.29
H  -4.081  5.886  -1.746  0.36
H  -4.022  5.583  -3.493  0.41
H  -2.503  3.726  -4.262  0.48
H  -1.811  1.283  -4.637  0.44
H  -0.124  1.089  -4.077  -0.42
H  -0.568  2.445  -5.095  0.39

Lowest unoccupied orbital energy (alpha / beta) = -4.52 / -7.90 eV
Multiplicity = 6
Maximum force = 4.23 eV/A
<S²> = 8.8340
Charge = +2


- Which formula does entry 4 have?
  C35H39InN4O3S3Sb